Record 1
16
Properties=species:S:1:pos:R:3 method="wB97M-V/def2-TZVPD" homo_ha=-0.1413 charge=-1 relative_energy_kcal_mol=45.5 e_tot_ev=-23180.3000
S 2.885 -0.058 0.100
O 0.531 0.002 -1.697
O 3.769 -1.032 0.733
O 2.893 -0.470 -1.467
N 0.134 1.898 0.820
N 0.286 2.671 -0.259
C 0.301 -0.405 -0.462
C -1.100 -0.870 -0.119
C 1.238 -0.481 0.561
H -1.196 -1.151 1.045
H -1.870 -0.006 -0.403
H -1.435 -1.771 -0.687
H 1.941 -0.239 -1.684
H 0.860 2.167 1.517
H 0.979 -0.964 1.536
H -0.189 2.107 -0.947

Record 2
13
Properties=species:S:1:pos:R:3 method="wB97M-V/def2-TZVPD" homo_ha=-0.4892 charge=+1 relative_energy_kcal_mol=96.4 e_tot_ev=-17029.3917
S 2.647 0.549 -0.053
N 1.556 -1.035 -1.776
N -0.235 1.020 0.993
C -0.957 -0.230 1.192
C -0.600 0.215 -0.080
C 1.535 -0.325 -0.712
H 0.667 -1.571 -2.120
H 0.823 0.859 1.273
H -0.555 -1.045 1.827
H -1.966 0.007 1.593
H -1.219 0.511 -0.888
H -0.759 1.896 1.186
H 2.336 -1.265 -2.327

Record 3
13
Properties=species:S:1:pos:R:3 method="wB97M-V/def2-TZVPD" homo_ha=-0.3299 relative_energy_kcal_mol=55.2 e_tot_ev=-7692.2842
N 3.846 1.887 -0.408
N -2.086 -0.431 0.035
N 0.365 -1.449 0.336
C -0.933 0.458 -0.101
C 0.401 -0.157 0.193
C 2.884 1.344 -0.066
H -1.036 1.338 0.546
H -0.818 0.877 -1.115
H -2.871 0.059 0.446
H -0.515 -1.970 0.334
H 1.224 -1.961 0.497
H 1.927 0.786 0.167
H -2.389 -0.781 -0.865

Record 4
13
Properties=species:S:1:pos:R:3 method="wB97M-V/def2-TZVPD" homo_ha=-0.2997 relative_energy_kcal_mol=117.2 e_tot_ev=-7689.5977
N 0.778 -0.290 -1.814
N -0.191 -0.819 -0.520
N 0.990 0.821 -1.488
C 0.076 -1.735 0.572
C -0.600 1.989 0.233
C 0.409 1.149 0.002
H 1.062 -1.523 0.987
H 0.026 -2.784 0.259
H 1.253 1.060 0.675
H -1.118 -0.972 -0.924
H -0.553 2.663 1.076
H -1.460 2.051 -0.419
H -0.672 -1.611 1.362

Record 5
13
Properties=species:S:1:pos:R:3 method="wB97M-V/def2-TZVPD" homo_ha=-0.3351 relative_energy_kcal_mol=56.4 e_tot_ev=-7692.2344
N -1.445 -1.773 0.389
N 2.285 1.370 -1.022
N -0.339 -1.295 0.475
C 1.213 1.445 -1.419
C -0.135 1.344 -1.815
C 0.275 -0.814 1.734
H -0.656 2.306 -2.165
H -0.364 -0.223 2.384
H -1.892 -2.057 1.335
H -0.657 0.833 -0.979
H 0.615 -1.634 2.308
H -0.073 0.682 -2.676
H 1.172 -0.183 1.452

Record 6
13
Properties=species:S:1:pos:R:3 method="wB97M-V/def2-TZVPD" smiles="[H]/N=C(/C)NN=C" homo_ha=-0.3333 relative_energy_kcal_mol=99.4 e_tot_ev=-7690.3703
N -0.103 -0.602 -0.482
N -1.199 0.166 -0.276
N 2.175 -1.018 0.193
C -2.396 -0.207 0.227
C 1.263 1.319 0.001
C 1.254 -0.216 0.051
H 1.813 1.725 -0.955
H 1.484 1.786 1.088
H -3.216 0.463 0.296
H 0.087 1.590 -0.239
H -2.727 -1.294 0.433
H -0.399 -1.656 0.020
H 1.965 -2.058 -0.356